1.
{
  "formula": "C10H12BBeF10N5O4S2",
  "method": "ωB97M-V/def2-TZVPD",
  "species": ["Be", "B", "F", "F", "F", "F", "C", "F", "F", "F", "S", "O", "O", "N", "S", "O", "O", "C", "F", "F", "F", "C", "C", "N", "H", "H", "H", "C", "C", "N", "H", "H", "H", "C", "C", "N", "H", "H", "H", "C", "C", "N", "H", "H", "H"],
  "xyz": [[0.064096, 0.532229, -0.260216], [0.189656, 2.352399, -2.334274], [0.952947, 1.187887, -2.639584], [0.908896, 2.845397, -1.193070], [0.095756, 3.281610, -3.329641], [-1.057185, 1.895668, -1.876752], [-3.125790, -2.530308, -0.776341], [-4.100819, -3.087096, -1.488740], [-3.616929, -2.131766, 0.389397], [-2.195846, -3.461285, -0.615343], [-2.438626, -1.032550, -1.720337], [-2.893390, -1.124638, -3.064642], [-2.901991, 0.118128, -1.003965], [-0.768526, -1.108201, -1.385972], [-0.211223, -1.975022, -2.648188], [-0.765652, -3.270061, -2.915888], [-0.033152, -1.143192, -3.797427], [1.553349, -2.275098, -2.079818], [2.219705, -3.114495, -2.842384], [2.144396, -1.080115, -2.016818], [1.549080, -2.768655, -0.822675], [-2.824075, -0.561811, 3.747810], [-2.150124, -0.293038, 2.482011], [-1.684466, -0.086510, 1.459790], [-2.505818, -1.554772, 4.068816], [-3.901262, -0.471665, 3.659483], [-2.442398, 0.086863, 4.535926], [4.388975, 2.003997, -1.315544], [3.307620, 1.524328, -0.480666], [2.425780, 1.126177, 0.127437], [5.296847, 1.435507, -1.131825], [4.597480, 3.032172, -1.002031], [4.120432, 2.114954, -2.362978], [-1.294363, 4.911579, 2.162513], [-0.938905, 3.610751, 1.609915], [-0.643672, 2.621296, 1.115646], [-2.376579, 4.883281, 2.283345], [-1.087089, 5.720872, 1.461646], [-0.696070, 5.143059, 3.039448], [2.362772, -3.254144, 2.340344], [1.671631, -2.096136, 1.827850], [1.131939, -1.179964, 1.413980], [1.659548, -3.967284, 2.770790], [3.147772, -3.056218, 3.067259], [2.865270, -3.804126, 1.541713]],
  "forces_ev_per_angstrom": [[-0.83, -0.32, -0.60], [1.09, -0.07, 0.11], [-0.25, 0.04, -0.12], [-0.55, 0.46, 0.08], [0.02, -0.24, 0.08], [0.04, -0.39, 0.79], [0.22, -0.20, -1.08], [-0.22, 0.30, 0.05], [0.14, -0.16, 0.15], [0.09, 0.09, 0.69], [-0.71, 2.22, 1.72], [0.80, -0.94, -0.18], [0.02, -0.45, 0.43], [-1.39, 0.00, -0.06], [2.71, 0.06, -2.54], [-0.38, 0.08, 1.24], [0.04, 0.02, 0.18], [-1.10, 0.44, 1.04], [-0.01, 0.22, -0.30], [0.48, -0.32, -0.20], [0.12, -0.34, -0.21], [0.80, -0.26, 0.26], [-0.51, 0.18, 0.10], [1.11, 0.20, -0.41], [-0.43, -0.17, -0.10], [-0.02, -0.10, -0.05], [-0.13, 0.32, -0.19], [0.35, 1.12, 0.53], [-0.14, -0.31, -0.53], [-1.12, -0.39, 0.05], [-0.07, -0.20, -0.30], [0.05, -0.07, 0.12], [-0.20, -0.61, -0.02], [-0.13, 0.05, -0.52], [0.51, 0.08, -0.45], [0.22, -0.65, -0.12], [0.08, 0.27, 0.62], [0.08, -0.28, -0.30], [-0.41, -0.23, 0.34], [0.38, -1.16, -0.03], [0.28, 0.07, 0.29], [-0.56, 0.71, -0.49], [-0.10, 0.18, 0.10], [-0.23, 0.48, 0.11], [-0.17, 0.25, -0.25]],
  "lumo_energy_ev": -0.35,
  "max_force_ev_per_a": 3.71,
  "e_tot_ev": -76130.641,
  "e_above_lowest_kj_mol": 0.0,
  "orbital_gap_ev": 9.4844
}

***

2.
{
  "formula": "C10H12BN3O10",
  "method": "ωB97M-V/def2-TZVPD",
  "species": ["N", "C", "N", "C", "C", "C", "C", "O", "C", "N", "O", "H", "H", "H", "H", "H", "H", "H", "H", "H", "H", "H", "H", "B", "O", "C", "O", "C", "O", "O", "O", "C", "O", "C", "O", "O"],
  "xyz": [[-3.375859, -0.740850, -3.212313], [-2.913007, -1.653221, -2.335440], [-1.549429, -2.185350, -2.520026], [-1.148978, -2.412253, -1.083681], [-0.552787, -1.164417, -0.340349], [0.998900, -0.980443, -1.000159], [1.976400, -2.269512, -0.755706], [1.302929, -1.885496, -2.127113], [-2.496555, -2.764541, -0.308241], [-3.568969, -2.254886, -1.223830], [-4.552665, -1.481622, -0.641146], [-3.552581, 0.238553, -2.977645], [-3.648270, -1.060861, -4.145056], [-1.781474, -3.097511, -2.951155], [-0.465863, -3.305745, -1.140943], [-0.414434, -1.349482, 0.754086], [-1.025829, -0.182128, -0.604734], [1.481028, 0.070301, -0.961854], [1.435719, -3.073109, -0.199652], [2.944654, -2.355466, -1.296067], [-2.464102, -2.163675, 0.645559], [-2.538328, -3.876806, -0.191960], [-4.240042, -0.557643, -0.675486], [2.320131, 3.117437, 2.256636], [2.195709, 1.779087, 1.641764], [1.370125, 1.071081, 2.400013], [1.051163, -0.070584, 2.174184], [0.913786, 1.896202, 3.540161], [0.157483, 1.546079, 4.408117], [1.468860, 3.101363, 3.461727], [3.720948, 3.411480, 2.601501], [4.072470, 4.514497, 1.938152], [5.157141, 5.027143, 1.996143], [2.924838, 4.988488, 1.134495], [2.908117, 5.955453, 0.421433], [1.888768, 4.168436, 1.318585]],
  "forces_ev_per_angstrom": [[-1.04, 0.05, 0.24], [0.96, -2.19, 0.92], [-3.38, 0.36, 1.09], [-0.45, -0.78, 1.03], [3.48, -0.25, -2.58], [1.95, -2.26, 0.63], [-2.72, 2.35, -3.16], [-1.54, 0.97, 2.81], [1.40, -0.58, -0.02], [3.37, 3.78, -2.06], [-0.67, 0.00, 0.02], [-0.38, -0.76, 0.08], [0.67, 0.39, 0.33], [1.04, 0.17, -0.12], [-0.51, 1.22, 0.55], [-0.32, 0.37, -0.94], [-0.11, -1.00, 0.52], [-1.00, -1.91, -0.33], [0.95, 0.38, -0.69], [-0.02, 0.20, 2.25], [-0.67, -1.06, -0.93], [-0.57, 1.09, 0.27], [-0.26, -0.38, 0.27], [0.29, 0.53, 0.09], [-0.54, -0.23, 0.51], [0.88, -1.16, -1.80], [-0.23, 0.01, 0.01], [-0.83, 1.42, 2.12], [0.13, -0.18, -0.40], [-0.04, -0.78, -0.45], [-0.47, 0.24, -0.43], [2.11, -0.55, 1.26], [-0.41, -0.04, -0.15], [-1.69, 1.07, -1.44], [0.14, -0.29, 0.25], [0.48, -0.19, 0.24]],
  "lumo_energy_ev": -3.69,
  "max_force_ev_per_a": 5.47,
  "e_tot_ev": -36183.314,
  "e_above_lowest_kj_mol": 332.2,
  "orbital_gap_ev": 5.2708
}

***

3.
{
  "formula": "C10H12ClO2P",
  "method": "ωB97M-V/def2-TZVPD",
  "species": ["C", "C", "C", "C", "C", "C", "C", "C", "C", "C", "O", "O", "P", "Cl", "H", "H", "H", "H", "H", "H", "H", "H", "H", "H", "H", "H"],
  "xyz": [[3.117593, 0.233508, -0.182027], [2.680304, -0.441012, -1.282311], [2.380520, 0.154865, 0.914837], [1.480560, -1.099225, -1.281961], [1.202842, -0.615460, 1.060369], [0.728333, -1.232905, -0.157528], [-0.284835, 2.580840, -0.468481], [-2.664270, -0.793651, 2.248475], [-0.820079, 1.400675, -0.326420], [-1.952615, 0.729498, -1.167356], [-0.302656, -2.029515, -0.196221], [-2.766280, -0.294261, -0.446506], [-2.166076, -1.240434, 0.701114], [-2.966948, -2.934351, 0.125614], [3.929501, 0.940811, -0.281232], [3.258316, -0.349013, -2.203096], [2.904294, 0.542868, 1.907155], [1.255143, -1.778942, -2.079023], [0.679872, -0.733197, 1.987324], [0.570771, 2.761811, 0.123206], [-0.439547, 3.253966, -1.349468], [-2.387937, 0.260646, 2.400585], [-2.499729, -1.460313, 2.977492], [-0.548243, 0.681317, 0.470925], [-1.531586, 0.189527, -2.019250], [-2.857244, 1.271949, -1.476204]],
  "forces_ev_per_angstrom": [[1.19, 1.15, -2.18], [0.32, 0.54, -1.72], [-0.71, -0.28, 6.39], [1.07, -0.93, -1.11], [1.03, 0.19, -2.52], [0.93, 0.81, 3.07], [0.43, 0.65, -1.84], [0.89, 2.63, -3.98], [-3.00, -2.26, -0.12], [-0.53, -0.18, 0.14], [-3.76, 0.59, 1.22], [2.07, 0.20, 1.13], [0.05, -0.59, -1.13], [-0.21, -1.01, 0.21], [0.36, -0.34, 0.29], [-0.15, -0.30, 0.13], [-1.54, -0.41, -2.01], [-0.43, 0.12, -0.66], [-0.09, -0.05, 0.35], [0.70, 0.61, 0.74], [-0.24, -0.63, 1.05], [-0.37, -0.35, 0.29], [0.52, -2.32, 2.81], [0.27, 1.02, -0.34], [0.08, 0.19, 0.05], [1.11, 0.94, -0.28]],
  "lumo_energy_ev": [-0.66, -0.66],
  "max_force_ev_per_a": 6.43,
  "e_tot_ev": -36467.110,
  "e_above_lowest_kj_mol": 23.8,
  "orbital_gap_ev": [7.4521, 7.4529]
}

***

4.
{
  "formula": "C10H12HgO5",
  "method": "ωB97M-V/def2-TZVPD",
  "species": ["Hg", "C", "O", "C", "O", "C", "O", "C", "O", "C", "H", "H", "C", "H", "H", "C", "C", "C", "O", "C", "H", "H", "H", "H", "H", "H", "H", "H"],
  "xyz": [[0.271815, 0.871839, -1.076018], [0.298229, 2.259985, 1.366521], [0.229971, 2.817866, 2.336367], [0.247285, 3.472713, -2.036288], [0.219932, 4.519912, -2.494287], [-2.365943, 1.038914, -1.087686], [-3.478750, 0.952743, -0.786953], [2.863570, 0.903459, -0.921537], [3.970308, 1.042450, -0.822055], [0.229668, -0.852492, -2.688116], [1.143781, -1.379510, -2.415362], [-0.690173, -1.363904, -2.409515], [0.228323, 0.356274, -3.384149], [-0.690198, 0.860780, -3.684053], [1.139286, 0.864796, -3.702375], [-0.532542, -0.958753, 2.844141], [0.265172, -2.130837, 2.200580], [0.614991, -1.544040, 0.841925], [-0.614859, -0.823963, 0.445755], [-1.402779, -0.529475, 1.645381], [-1.102062, -1.194171, 3.768019], [0.174446, -0.138509, 3.102263], [-0.466154, -2.924999, 1.980943], [1.124910, -2.525947, 2.769547], [1.484032, -0.866516, 0.931967], [0.883558, -2.201428, 0.001450], [-2.377637, -1.063462, 1.615923], [-1.668185, 0.536275, 1.657617]],
  "forces_ev_per_angstrom": [[-0.35, 0.28, 0.95], [-0.06, 0.24, 0.31], [0.08, -0.39, -0.67], [-0.07, 3.08, -1.26], [0.08, -3.22, 1.41], [-4.78, -0.19, 1.39], [4.54, 0.34, -1.31], [0.81, 0.28, 0.24], [-0.78, -0.16, -0.11], [-0.02, 0.96, -0.67], [0.01, 0.15, -0.37], [-0.01, 0.12, -0.26], [0.09, -0.88, 0.52], [0.00, -0.39, -0.05], [0.00, -0.44, -0.08], [0.61, 0.26, -0.30], [-0.69, -0.25, -0.21], [0.39, 0.09, 0.09], [0.81, 0.55, -0.11], [-0.67, 0.06, 0.91], [0.28, -0.06, -0.81], [-0.39, -0.44, -0.07], [0.42, -0.12, 0.40], [-0.49, 0.31, -0.28], [-0.42, 0.27, 0.14], [-0.47, -0.29, 0.52], [0.80, -0.01, -0.26], [0.25, -0.14, -0.05]],
  "lumo_energy_ev": -8.91,
  "charge": 2,
  "max_force_ev_per_a": 4.98,
  "e_tot_ev": -24956.210,
  "e_above_lowest_kj_mol": 0.0,
  "orbital_gap_ev": 8.8089
}

***

5.
{
  "formula": "C10H12N",
  "method": "ωB97M-V/def2-TZVPD",
  "species": ["C", "C", "C", "C", "C", "C", "C", "C", "C", "C", "N", "H", "H", "H", "H", "H", "H", "H", "H", "H", "H", "H", "H"],
  "xyz": [[-0.916921, 0.131836, 2.056674], [-0.844491, -1.245757, 2.160057], [1.429843, 0.321868, 1.380004], [0.120561, 0.879525, 1.475950], [0.100351, -1.727637, 1.267653], [1.265270, -0.993551, 1.080282], [-0.110491, 1.953913, 0.378202], [0.569216, -1.522274, -0.094622], [-0.262566, -0.310983, -1.040012], [-0.392216, -0.792502, -2.473522], [0.363487, 1.092244, -0.843327], [-1.772544, 0.777478, 2.452860], [-1.400289, -1.918754, 2.848748], [2.162365, 1.037535, 1.574255], [-1.060064, 2.210356, 0.093947], [0.492846, 2.753988, 0.309261], [0.995206, -2.329788, -0.834878], [-1.185424, -0.085316, -0.676390], [0.434361, -0.390337, -3.139236], [-1.412981, -0.527467, -2.928556], [-0.230071, -1.773047, -2.573188], [0.332017, 1.424709, -1.843149], [1.322533, 1.033960, -0.631013]],
  "forces_ev_per_angstrom": [[-1.92, 0.53, 0.75], [-1.33, 0.38, 1.03], [-2.93, 1.75, 1.40], [0.94, 0.66, -0.90], [2.22, -0.20, -0.53], [-0.02, -2.05, -0.13], [0.24, -4.34, 0.10], [-0.56, -0.03, -3.27], [2.97, -1.93, 1.11], [-0.46, 4.97, -1.33], [-0.59, -0.40, -2.66], [1.01, -1.29, -0.50], [0.06, 0.89, -0.74], [2.10, 0.43, -0.57], [-2.70, 0.66, 0.21], [2.26, 2.92, 0.36], [-0.82, 1.42, 1.78], [-2.81, -0.26, 1.34], [-0.94, 0.00, 0.62], [1.61, -0.32, 0.61], [0.24, -3.98, 0.06], [-0.32, 0.82, 1.32], [1.75, -0.62, -0.05]],
  "smiles": "C[C@@H]1[NH2+]Cc2ccc3c(c2)[C@@H]31",
  "lumo_energy_ev": [-4.10, -4.10],
  "charge": 1,
  "max_force_ev_per_a": 5.16,
  "e_tot_ev": -12040.533,
  "e_above_lowest_kj_mol": 725.2,
  "orbital_gap_ev": [8.5962, 8.5957]
}

***

6.
{
  "formula": "C10H12N",
  "method": "ωB97M-V/def2-TZVPD",
  "species": ["C", "C", "C", "C", "C", "C", "C", "C", "C", "C", "N", "H", "H", "H", "H", "H", "H", "H", "H", "H", "H", "H", "H"],
  "xyz": [[-3.042878, -0.620820, 0.380702], [-2.816203, 0.665100, -0.047371], [-2.016317, -1.492534, 0.476378], [-1.676814, 0.957951, -0.644009], [-0.694711, -1.065668, 0.215709], [0.608151, -1.639841, 0.434031], [1.646635, -0.895164, 0.020474], [0.739965, 0.686452, -0.752750], [3.095938, -0.887660, 0.024221], [0.992254, 1.944172, 0.023853], [-0.545937, 0.172016, -0.488787], [-4.034370, -0.918602, 0.705251], [-3.670186, 1.384899, -0.119735], [-2.165991, -2.508218, 0.699370], [-1.602108, 2.021435, -1.049045], [0.869659, -2.658955, 0.812645], [0.988394, 0.613175, -1.752307], [3.564816, -1.845805, -0.127698], [3.308907, -0.448891, 0.965227], [3.368435, -0.203552, -0.763195], [0.829356, 1.757799, 1.118337], [0.192491, 2.627461, -0.244349], [2.060503, 2.355258, 0.113053]],
  "forces_ev_per_angstrom": [[-0.98, -0.29, 0.88], [-3.51, 0.70, -0.45], [2.13, -0.04, -0.35], [3.03, 2.50, -0.33], [0.04, 2.12, -2.07], [1.78, -1.20, -0.09], [-3.65, 3.14, -1.69], [2.88, -3.73, 3.90], [-0.66, 0.00, -0.84], [1.18, 0.20, 2.09], [-3.66, -1.16, 1.46], [0.07, -0.05, -0.15], [0.99, -0.72, 0.14], [-0.14, -1.06, 0.71], [0.49, -1.89, 0.13], [-0.99, 0.94, -0.05], [0.53, 0.19, -2.13], [0.15, -0.35, 0.19], [0.98, 0.37, 1.01], [0.65, 0.15, -0.16], [-0.28, -0.23, -0.83], [0.63, 0.83, -0.16], [-1.65, -0.42, -1.20]],
  "lumo_energy_ev": -4.53,
  "charge": 1,
  "max_force_ev_per_a": 6.12,
  "e_tot_ev": -12045.909,
  "e_above_lowest_kj_mol": 206.5,
  "orbital_gap_ev": 8.7117
}